Record 1
DFT (the ωB97M-V functional and the def2-TZVPD basis) results for C37H53IrN2O2P as an isolated structure.

Values from the calculation:
LUMO level (alpha / beta) ... -0.009 / -0.018 Eh
E_HOMO (alpha / beta) ... -6.9 / -7.3 eV
Energy relative to the best compared isomer or geometry (same formula, charge and spin) ... 156.3 kJ/mol

ORCA input file:
```
! RIJCOSX wB97M-V def2-TZVPD def2/J DEFGRID3
* xyz 0 2
Ir 1.37 0.06 0.70
N 3.46 0.36 1.29
N 3.54 0.92 2.58
C 2.36 0.93 3.38
O 2.52 1.10 4.58
O 1.26 0.83 2.74
H 3.90 -0.55 1.24
H 3.93 0.98 0.63
H 4.37 0.69 3.10
C -0.74 -5.16 0.83
C -1.83 -4.20 1.32
C -3.21 -4.74 0.95
C -1.67 -2.79 0.79
C -1.88 -1.70 1.63
C -1.90 -0.40 1.15
C -2.36 0.73 2.06
C -3.89 0.81 2.04
C -1.86 0.61 3.50
C -1.64 -0.17 -0.22
C -1.42 -1.26 -1.08
C -1.45 -2.54 -0.56
C -1.23 -1.08 -2.57
C -2.48 -1.53 -3.34
C 0.00 -1.83 -3.09
C -1.89 1.18 -0.83
C -3.18 1.33 -1.36
C -3.58 2.46 -2.05
C -2.68 3.49 -2.23
C -1.41 3.38 -1.69
C -0.99 2.25 -0.98
P 0.74 2.27 -0.33
C 0.83 3.82 0.74
C 0.45 5.19 0.17
C -0.12 3.56 1.92
C 2.27 3.90 1.28
C 1.80 2.47 -1.89
C 3.23 1.99 -1.58
C 1.93 3.87 -2.50
C 1.23 1.52 -2.95
H -0.87 -6.14 1.31
H 0.25 -4.79 1.07
H -0.80 -5.31 -0.25
H -1.77 -4.14 2.41
H -3.32 -4.80 -0.13
H -4.00 -4.08 1.33
H -3.37 -5.74 1.37
H -2.07 -1.88 2.68
H -1.97 1.66 1.64
H -4.31 -0.13 2.41
H -4.28 0.99 1.04
H -4.23 1.61 2.70
H -2.38 -0.19 4.03
H -2.09 1.54 4.04
H -0.79 0.44 3.55
H -1.30 -3.38 -1.23
H -1.08 -0.02 -2.77
H -2.69 -2.58 -3.15
H -2.33 -1.40 -4.42
H -3.35 -0.95 -3.05
H -0.17 -2.91 -3.09
H 0.87 -1.62 -2.47
H 0.22 -1.53 -4.12
H -3.87 0.51 -1.24
H -4.58 2.52 -2.45
H -2.95 4.39 -2.78
H -0.72 4.19 -1.85
H -0.61 5.25 -0.06
H 1.02 5.48 -0.71
H 0.65 5.93 0.95
H -1.16 3.60 1.58
H 0.01 4.36 2.66
H 0.06 2.61 2.41
H 2.97 4.20 0.50
H 2.59 2.96 1.71
H 2.31 4.66 2.07
H 3.70 2.59 -0.80
H 3.84 2.08 -2.48
H 3.21 0.94 -1.29
H 2.43 4.56 -1.82
H 0.98 4.30 -2.80
H 2.54 3.79 -3.40
H 1.14 0.51 -2.54
H 1.91 1.48 -3.80
H 0.26 1.85 -3.31
C 1.60 -1.61 0.27
C 2.17 -2.93 0.30
C 2.58 -3.40 1.55
C 3.12 -4.67 1.67
C 3.24 -5.48 0.55
C 2.83 -5.01 -0.70
C 2.30 -3.74 -0.83
H 2.44 -2.77 2.42
H 3.44 -5.04 2.64
H 3.65 -6.48 0.64
H 2.93 -5.65 -1.57
H 1.98 -3.37 -1.79
*
```

Atom charges from the Mulliken analysis, given in e for atoms 1 to 4:
1. Ir 1.3839
2. N -0.5886
3. N -0.3225
4. C 0.2602

=====

Record 2
DFT (the ωB97M-V functional and the def2-TZVPD basis) results for C37H53N2O2PRe as an isolated structure.

Values from the calculation:
LUMO level (alpha / beta) ... -0.490 / -0.493 Eh
E_HOMO (alpha / beta) ... -19.7 / -19.7 eV
Energy relative to the best compared isomer or geometry (same formula, charge and spin) ... 154.9 kJ/mol

ORCA input file:
```
! RIJCOSX wB97M-V def2-TZVPD def2/J DEFGRID3
* xyz 4 2
Re 0.54 0.19 0.55
N 2.35 -0.72 1.17
C 2.47 -0.69 2.64
C 3.53 -1.22 3.33
C 3.54 -1.13 4.74
C 2.51 -0.52 5.41
C 1.41 0.02 4.70
C 0.31 0.66 5.32
C -0.71 1.17 4.55
C -0.66 1.04 3.17
N 0.36 0.44 2.54
C 1.41 -0.07 3.30
H 2.47 -1.68 0.82
H 3.12 -0.20 0.74
H 4.35 -1.70 2.82
H 4.37 -1.55 5.29
H 2.52 -0.46 6.49
H 0.28 0.75 6.40
H -1.55 1.68 5.00
H -1.44 1.44 2.53
O 0.79 1.89 0.04
P 1.65 3.11 -0.77
C 0.28 4.08 -1.43
C 0.71 5.16 -2.45
C -0.40 6.20 -2.57
C -0.61 6.98 -1.26
C -0.25 6.14 -0.02
C -0.56 4.66 -0.26
C 2.59 3.91 0.54
C 3.43 2.92 1.38
C 4.92 3.02 1.04
C 5.46 4.42 1.36
C 4.42 5.51 1.08
C 3.45 5.08 -0.02
C 2.68 2.00 -1.80
C 1.90 0.86 -2.47
C 1.22 1.27 -3.77
C 2.26 1.77 -4.76
C 3.08 2.93 -4.20
C 3.68 2.61 -2.83
H -0.33 3.33 -1.96
H 0.88 4.69 -3.42
H 1.65 5.65 -2.17
H -1.32 5.70 -2.87
H -0.15 6.89 -3.38
H -1.66 7.29 -1.19
H -0.02 7.89 -1.26
H -0.81 6.49 0.84
H 0.80 6.27 0.23
H -1.61 4.55 -0.53
H -0.43 4.08 0.66
H 1.81 4.35 1.17
H 3.07 1.89 1.27
H 3.28 3.16 2.43
H 5.07 2.78 -0.02
H 5.48 2.26 1.60
H 6.36 4.59 0.78
H 5.76 4.46 2.41
H 4.91 6.44 0.78
H 3.85 5.75 1.98
H 4.02 4.79 -0.90
H 2.80 5.91 -0.31
H 3.31 1.59 -0.99
H 1.14 0.39 -1.78
H 2.62 0.06 -2.68
H 0.46 2.04 -3.58
H 0.69 0.41 -4.18
H 1.76 2.09 -5.68
H 2.92 0.95 -5.04
H 2.49 3.84 -4.16
H 3.92 3.14 -4.87
H 4.18 3.48 -2.41
H 4.45 1.85 -2.94
C -0.89 -6.23 2.38
C -1.26 -4.87 1.93
C -0.43 -4.17 1.01
C -0.76 -2.92 0.55
C -0.09 -2.46 -0.73
C -1.96 -2.30 1.05
C -2.26 -0.98 0.76
O -1.38 -0.09 0.42
C -2.86 -3.04 1.89
C -4.19 -2.50 2.32
C -2.47 -4.30 2.32
H 0.18 -6.43 2.27
H -1.42 -6.97 1.77
H -1.19 -6.41 3.42
H 0.42 -4.69 0.59
H 0.72 -3.13 -1.01
H 0.38 -1.44 -0.78
H -0.81 -2.41 -1.55
H -3.27 -0.58 0.82
H -4.19 -1.45 2.59
H -4.57 -3.06 3.18
H -4.92 -2.64 1.51
H -3.13 -4.85 2.97
*
```

Atom charges from the Mulliken analysis, given in e for atoms 1 to 4:
1. Re 0.2394
2. N -0.4794
3. C 1.0619
4. C -0.8130

=====

Record 3
DFT (the ωB97M-V functional and the def2-TZVPD basis) results for C37H53N4O2P2Ru as an isolated structure.

Values from the calculation:
LUMO level (alpha / beta) ... -0.307 / -0.431 Eh
E_HOMO (alpha / beta) ... -13.6 / -16.8 eV

ORCA input file:
```
! RIJCOSX wB97M-V def2-TZVPD def2/J DEFGRID3
* xyz 3 5
C 0.87 2.84 -1.13
C -1.41 2.35 -1.30
C 0.70 4.04 -1.82
C -1.66 3.67 -1.76
C -0.60 4.50 -2.05
H 1.58 4.60 -2.11
H -2.70 3.93 -1.96
H -0.75 5.49 -2.48
N -0.18 2.10 -0.75
P 1.99 1.25 0.77
P -2.08 -0.43 -1.07
C 2.24 2.29 -0.76
H 2.64 1.68 -1.59
H 2.95 3.11 -0.63
C 0.14 -1.73 0.46
O 0.24 -2.90 0.56
C -2.32 1.28 -1.39
H -3.37 1.58 -1.54
C -2.25 -0.99 -2.94
C -3.63 -1.19 -0.13
C 3.53 0.18 0.91
C 1.99 2.69 2.06
C -1.44 -2.28 -3.07
H -1.84 -3.08 -2.42
H -1.50 -2.63 -4.11
H -0.39 -2.14 -2.81
C -3.70 -1.21 -3.39
H -4.23 -2.01 -2.86
H -4.28 -0.28 -3.32
H -3.68 -1.49 -4.45
C -1.75 0.12 -3.88
H -1.65 -0.30 -4.89
H -2.45 0.96 -3.93
H -0.78 0.52 -3.60
C -3.60 -2.72 -0.35
H -2.63 -3.13 -0.04
H -4.38 -3.18 0.27
H -3.79 -3.02 -1.39
C -3.55 -0.97 1.38
H -2.63 -1.39 1.80
H -3.60 0.10 1.64
H -4.40 -1.47 1.86
C -4.95 -0.56 -0.59
H -5.20 -0.74 -1.64
H -5.77 -1.00 0.00
H -4.96 0.53 -0.41
C 2.10 2.06 3.45
H 1.93 2.86 4.20
H 1.35 1.28 3.61
H 3.10 1.65 3.64
C 0.67 3.48 1.96
H 0.61 4.06 1.02
H -0.21 2.84 2.03
H 0.64 4.20 2.79
C 3.11 3.72 1.84
H 3.05 4.43 2.68
H 4.12 3.28 1.86
H 2.98 4.30 0.92
C 3.73 -0.59 -0.41
H 3.89 0.08 -1.26
H 4.62 -1.23 -0.31
H 2.87 -1.24 -0.62
C 3.30 -0.85 2.03
H 2.51 -1.56 1.76
H 4.24 -1.41 2.17
H 3.04 -0.39 2.99
C 4.77 1.04 1.19
H 4.91 1.83 0.44
H 4.76 1.47 2.20
H 5.66 0.39 1.14
Ru -0.02 0.07 0.16
N 0.66 -0.09 -1.56
C 1.00 -0.16 -2.68
C 1.74 -0.45 -3.86
C 2.63 -1.55 -3.85
C 1.61 0.32 -5.03
C 3.35 -1.87 -5.00
H 2.74 -2.14 -2.94
C 2.31 -0.03 -6.19
H 0.94 1.18 -5.04
C 3.18 -1.13 -6.18
H 4.04 -2.72 -4.99
H 2.18 0.55 -7.11
H 3.73 -1.42 -7.09
N -0.34 -1.67 6.69
C 0.19 -1.52 5.44
O 1.23 -2.07 5.08
C -0.55 -0.59 4.54
C -1.49 0.36 4.95
C -2.02 1.23 4.00
C -1.62 1.12 2.67
N -0.70 0.21 2.27
C -0.18 -0.63 3.18
H 0.05 -2.41 7.25
H -1.30 -1.41 6.86
H -1.78 0.43 6.00
H -2.74 2.00 4.26
H -2.06 1.76 1.89
H 0.57 -1.35 2.83
*
```

Atom charges from the Mulliken analysis, given in e for atoms 1 to 4:
1. C 0.1735
2. C -0.2263
3. C -0.6809
4. C -1.1241

=====

Record 4
DFT (the ωB97M-V functional and the def2-TZVPD basis) results for C37H54Br30ClF4I2N2O4S as an isolated structure.

Values from the calculation:
LUMO level ... -0.125 Eh
E_HOMO ... -11.1 eV

ORCA input file:
```
! RIJCOSX wB97M-V def2-TZVPD def2/J DEFGRID3
* xyz 1 1
C 4.38 3.80 -0.31
C 5.89 3.54 -0.51
C 6.50 2.72 0.62
C 5.72 1.43 0.92
C 6.68 0.36 1.47
C 7.44 -0.33 0.31
C 7.10 -1.83 0.26
C 5.68 -2.02 -0.26
C 5.30 -3.52 -0.31
C 3.94 -3.79 0.37
C 3.12 -4.82 -0.41
C 1.76 -5.05 0.24
C 0.82 -3.88 0.02
C -0.66 -4.22 0.22
C -1.58 -3.59 -0.84
C -2.89 -3.04 -0.26
C -2.89 -1.51 -0.26
C -3.78 -0.94 -1.38
Cl -2.90 0.43 -2.14
C -5.25 -0.62 -0.99
C -5.86 0.48 -1.85
O -5.54 1.63 -1.79
N -6.94 0.03 -2.75
C -8.04 0.90 -2.66
O -8.39 1.74 -3.48
F -8.71 0.67 -1.53
C -5.59 -0.48 0.52
S -5.95 1.17 1.20
O -7.01 1.85 0.52
O -6.26 0.93 2.58
C -4.42 2.23 1.27
F -3.71 1.84 2.33
F -4.84 3.48 1.47
F -3.68 2.18 0.16
C -4.59 -1.16 1.45
N -3.18 -0.90 1.07
C -2.22 -1.34 2.12
I -2.76 -2.84 3.51
C -1.01 -0.80 2.23
C -0.05 -1.21 3.30
I -0.36 0.71 0.93
H 4.15 3.66 0.74
H 3.81 3.11 -0.90
H 4.16 4.82 -0.60
H 6.43 4.48 -0.55
H 6.06 3.00 -1.44
H 7.51 2.43 0.35
H 6.54 3.28 1.55
H 5.25 1.06 0.00
H 4.91 1.62 1.61
H 6.09 -0.39 1.99
H 7.37 0.86 2.13
H 7.19 0.15 -0.63
H 8.51 -0.20 0.46
H 7.21 -2.21 1.27
H 7.77 -2.31 -0.44
H 4.97 -1.49 0.37
H 5.63 -1.63 -1.27
H 6.08 -4.08 0.20
H 5.24 -3.85 -1.34
H 3.38 -2.86 0.35
H 4.11 -4.13 1.39
H 3.69 -5.74 -0.47
H 3.02 -4.44 -1.43
H 1.36 -5.99 -0.15
H 1.96 -5.21 1.29
H 1.12 -3.09 0.71
H 1.01 -3.50 -0.98
H -0.95 -3.96 1.23
H -0.74 -5.30 0.11
H -1.01 -2.81 -1.36
H -1.79 -4.34 -1.59
H -3.04 -3.47 0.72
H -3.69 -3.43 -0.88
H -1.89 -1.22 -0.51
H -3.81 -1.70 -2.13
H -5.79 -1.51 -1.31
H -6.56 0.17 -3.69
H -6.52 -1.01 0.69
H -4.74 -0.85 2.47
H -4.82 -2.22 1.42
H -3.01 0.11 0.99
H 0.79 -0.54 3.27
H -0.52 -1.07 4.27
H 0.24 -2.24 3.17
C -11.50 3.17 -1.84
Br -13.33 3.28 -1.25
Br -11.14 4.40 -3.27
Br -10.27 3.39 -0.38
H -11.35 2.17 -2.23
C 3.19 7.71 -2.80
Br 1.83 6.56 -2.09
Br 3.00 9.52 -2.18
Br 4.96 7.02 -2.47
H 3.06 7.73 -3.87
C 0.83 -1.59 7.31
Br -0.48 -0.24 7.71
Br -0.01 -3.26 6.85
Br 2.06 -1.00 5.95
H 1.40 -1.76 8.21
C 4.02 5.72 -6.23
Br 4.63 6.72 -7.76
Br 2.17 6.10 -5.83
Br 4.33 3.83 -6.44
H 4.60 6.04 -5.38
C -1.23 -1.39 11.36
Br -1.70 -0.87 13.15
Br 0.65 -1.81 11.23
Br -2.32 -2.83 10.72
H -1.41 -0.54 10.72
C -5.25 -4.77 -3.46
Br -6.24 -4.13 -1.93
Br -4.25 -3.35 -4.29
Br -4.13 -6.26 -3.00
H -5.98 -5.12 -4.18
C 8.23 5.09 -8.66
Br 7.87 3.50 -9.68
Br 9.43 4.74 -7.20
Br 8.87 6.52 -9.78
H 7.29 5.42 -8.23
C 3.97 -0.90 14.09
Br 4.63 0.31 12.75
Br 2.15 -0.51 14.55
Br 4.19 -2.74 13.56
H 4.57 -0.75 14.98
C 7.81 -0.58 -9.34
Br 9.32 -1.71 -9.69
Br 6.16 -1.38 -9.91
Br 7.73 -0.05 -7.49
H 7.94 0.32 -9.92
C -16.37 2.46 -4.07
Br -15.82 0.73 -4.74
Br -16.40 3.78 -5.47
Br -18.05 2.36 -3.15
H -15.63 2.78 -3.36
*
```

Atom charges from the Mulliken analysis, given in e for atoms 1 to 4:
1. C -0.6435
2. C -0.6315
3. C -0.8701
4. C -0.5331